(1)
DFT (ωB97M-V with the def2-TZVPD basis set) results for C2Ag9O6 as an isolated structure in a non-equilibrium geometry.

Charge: +5
Relative energy (zero: lowest compared OMol25 entry of this formula, charge and spin) (eV): 2.9467
HOMO-LUMO gap (hartree): 0.1155
LUMO (eV): -19.6
HOMO (eV): -22.772
E (eV): -50276.3778

Structure (XYZ):
```
17
Properties=species:S:1:pos:R:3:mulliken_charge:R:1
Ag -0.50562 1.67030 -2.62086 0.840
Ag 0.51200 -3.92055 -1.24391 0.859
Ag 0.77782 -2.07254 2.58715 0.711
Ag 0.28085 -1.08453 -2.51922 0.413
Ag 3.90874 -1.14910 1.24416 0.754
Ag -1.58475 -0.84609 0.61822 0.474
Ag 3.28653 0.21241 -1.62095 0.604
Ag 0.31706 1.77097 1.67503 0.528
Ag 2.86399 2.34362 1.85625 0.722
C 1.03085 -0.37612 -0.05241 -0.003
O 0.70123 -1.54603 0.11682 -0.503
O 2.04463 0.11987 0.43011 -0.487
O 0.31771 0.40905 -0.50743 -0.105
C -3.43354 1.08606 0.05928 0.903
O -4.41139 1.79852 -0.31595 -0.015
O -2.49469 1.15649 -0.71315 -0.389
O -3.61147 0.42775 1.00687 -0.305
```

(2)
DFT (ωB97M-V with the def2-TZVPD basis set) results for C2As2F18NO4S2Ti as an isolated structure in a non-equilibrium geometry.

Charge: -2
Relative energy (zero: lowest compared OMol25 entry of this formula, charge and spin) (eV): 3.8631
Spin multiplicity: 4
⟨S²⟩: 3.75
HOMO-LUMO gap (alpha / beta) (hartree): 0.2541 / 0.2797
LUMO (alpha / beta) (eV): 1.7 / 1.8
HOMO (alpha / beta) (eV): -5.229 / -5.814
E (eV): -227135.6811

Structure (XYZ):
```
30
Properties=species:S:1:pos:R:3:mulliken_charge:R:1
Ti 0.03730 -0.69074 0.57778 1.001
C 1.12074 2.97093 -2.06728 0.600
F 0.61404 3.80982 -1.20497 -0.189
F 2.18593 3.56578 -2.70945 -0.210
F 1.53798 1.79644 -1.48680 -0.214
S -0.29890 2.55621 -3.45040 0.924
O -1.04013 3.79369 -3.74123 -0.588
O 0.51561 2.07697 -4.53773 -0.576
N -1.26573 1.35573 -2.64861 -0.371
S -2.17594 0.89765 -3.81331 0.961
O -3.23738 1.87420 -4.15818 -0.657
O -1.52100 0.25824 -4.98239 -0.624
C -3.16692 -0.59184 -3.06427 0.629
F -2.51596 -1.02703 -2.00720 -0.226
F -4.39652 -0.32215 -2.65343 -0.234
F -3.28270 -1.49625 -4.06143 -0.218
As 2.18765 -5.54332 0.33580 1.967
F 1.31868 -4.54321 -0.86690 -0.491
F 3.00545 -4.02395 0.91591 -0.508
F 3.01737 -6.46216 1.65783 -0.495
F 1.25854 -7.04182 -0.08387 -0.495
F 3.42477 -5.84345 -0.89457 -0.469
F 0.87773 -5.05661 1.51963 -0.513
As 0.25319 2.49781 6.21333 1.974
F -1.42272 2.93779 5.77224 -0.492
F 0.13107 1.33419 4.87862 -0.513
F 2.01002 2.14326 6.43831 -0.503
F 0.19706 3.70046 7.61703 -0.537
F -0.16096 1.24026 7.32714 -0.454
F 0.79163 3.83311 5.17839 -0.480
```